Version one
C4H8O4 | ωB97M-V/def2-TZVPD

* LUMO: 0.027 hartree
* HOMO energy: -8.806 eV
* Kohn-Sham gap: 9.5 eV

Structure (ORCA input):
```
! wB97M-V def2-TZVPD RIJCOSX def2/J DEFGRID3
* xyz 0 1
C 1.19 -0.15 -0.36
C 0.03 0.28 0.48
C 2.52 -0.20 0.12
C -1.87 0.05 -0.05
O 0.63 1.17 -0.43
O -2.29 1.23 -0.27
O -2.60 -0.62 0.85
O -1.72 -0.83 -1.14
H 0.93 -0.84 -1.23
H 0.34 0.40 1.55
H 2.67 0.39 0.99
H 3.28 0.17 -0.62
H 2.94 -1.24 0.22
H -1.65 1.83 -0.73
H -3.08 -0.01 1.46
H -1.32 -1.61 -0.83
*
```

---

Version two
C4H8O4 | ωB97M-V/def2-TZVPD

* LUMO: 0.015 hartree
* HOMO energy: -9.933 eV
* Kohn-Sham gap: 10.3 eV
* SMILES: CC(C)(OO)C(=O)O

Structure (ORCA input):
```
! wB97M-V def2-TZVPD RIJCOSX def2/J DEFGRID3
* xyz 0 1
C 0.21 0.08 0.03
C -0.56 1.35 -0.25
C 1.42 -0.14 -0.86
C -0.71 -1.12 0.21
O 0.75 -0.21 1.44
O -0.02 0.26 2.53
O -1.02 -1.67 -1.01
O -1.39 -1.49 1.14
H -0.68 -0.45 2.66
H -1.10 -1.02 -1.72
H 2.14 -0.85 -0.45
H -1.41 1.46 0.43
H -0.91 1.40 -1.28
H 0.10 2.19 -0.03
H 2.00 0.77 -0.99
H 1.18 -0.53 -1.84
*
```

---

Stability order, top to bottom: version one, version two

---

Version one
C4H8O4 | ωB97M-V/def2-TZVPD

* LUMO: -0.004 hartree
* HOMO energy: -9.798 eV
* Kohn-Sham gap: 9.7 eV
* SMILES: O=C(O)OO.C=CC

Structure (ORCA input):
```
! wB97M-V def2-TZVPD RIJCOSX def2/J DEFGRID3
* xyz 0 1
C 0.09 0.64 -1.75
C -0.57 0.60 -0.40
C -0.91 1.67 0.32
H -1.12 -0.39 -0.13
H 0.19 -0.37 -2.15
H 1.10 1.05 -1.66
H -0.49 1.23 -2.45
H -0.61 2.67 0.01
H -1.43 1.58 1.26
C 0.52 -0.66 1.03
O -0.49 -1.78 0.86
O -0.10 -2.63 -0.21
O 0.26 -0.16 2.26
O 1.62 -0.82 0.56
H 0.85 -2.41 -0.33
H 1.06 -0.20 2.79
*
```

---

Version two
C4H8O4 | ωB97M-V/def2-TZVPD

* LUMO: 0.026 hartree
* HOMO energy: -10.054 eV
* Kohn-Sham gap: 10.8 eV
* SMILES: CC1(C)OC(O)(O)O1

Structure (ORCA input):
```
! wB97M-V def2-TZVPD RIJCOSX def2/J DEFGRID3
* xyz 0 1
C 1.40 1.23 0.02
C 1.21 -1.31 -0.05
C 0.51 0.03 -0.12
O -0.46 0.13 -1.09
H 1.97 1.18 0.95
H 0.81 2.14 0.01
H 2.09 1.25 -0.83
H 1.81 -1.38 0.85
H 1.85 -1.40 -0.93
H 0.47 -2.11 -0.07
C -1.54 -0.04 0.14
O -2.13 -1.25 0.07
O -2.44 0.96 0.03
O -0.58 0.07 1.07
H -2.83 -1.22 -0.59
H -2.13 1.72 0.54
*
```

---

Stability order, top to bottom: version two, version one

---

Version one
C9H13N4 | ωB97M-V/def2-TZVPD

* LUMO: -0.099 hartree
* HOMO energy: -12.518 eV
* Kohn-Sham gap: 9.8 eV
* SMILES: C1=CN2/N=C\CC3(CC3)C/[NH+]=C\2N1

Structure (ORCA input):
```
! wB97M-V def2-TZVPD RIJCOSX def2/J DEFGRID3
* xyz 1 1
C 1.10 1.95 -0.09
C 0.93 1.58 1.44
C 0.03 -0.99 -1.23
C -0.94 0.50 -2.56
C -1.47 -0.69 -2.87
C -1.12 0.12 1.23
C -0.60 -0.01 2.60
C 0.37 0.17 1.44
C 1.26 -0.96 0.88
N 0.78 1.38 -1.13
N -0.06 0.36 -1.51
N -0.72 -1.63 -2.12
N 0.79 -1.65 -0.33
H 1.52 2.90 -0.35
H -1.11 1.45 -2.95
H -2.20 -1.07 -3.57
H -1.37 -0.66 0.51
H -1.81 0.99 1.13
H -0.63 0.91 3.15
H -0.64 -0.97 3.15
H 1.43 -1.77 1.62
H 2.38 -0.66 0.66
H -0.72 -2.61 -2.29
H 1.85 1.74 1.94
H 0.21 2.25 1.70
H 0.77 -2.65 -0.47
*
```

---

Version two
C9H13N4 | ωB97M-V/def2-TZVPD

* LUMO: -0.130 hartree
* HOMO energy: -12.678 eV
* Kohn-Sham gap: 9.2 eV

Structure (ORCA input):
```
! wB97M-V def2-TZVPD RIJCOSX def2/J DEFGRID3
* xyz 1 1
C -2.48 -0.48 -2.85
C -1.47 0.27 -2.36
C -3.07 -1.46 -2.03
C -0.90 0.00 -1.11
C -1.61 -1.06 -0.41
C 1.67 2.06 0.68
C 2.60 1.14 0.01
C 1.20 1.24 -0.51
C 0.23 0.21 -0.25
N -2.65 -1.79 -0.86
N -1.14 -1.16 0.83
N 0.03 -0.54 0.86
N 1.31 -0.69 3.16
H -2.88 -0.37 -3.84
H -0.90 1.00 -2.89
H -4.01 -2.11 -2.17
H 1.29 1.83 1.70
H 1.69 3.03 0.37
H 3.20 1.63 -0.78
H 2.98 0.20 0.34
H 0.94 1.72 -1.42
H -1.31 -2.04 1.27
H 0.61 -0.63 1.81
H 0.71 -0.57 4.05
H 2.10 0.06 3.01
H 1.90 -1.46 3.41
*
```

---

Stability order, top to bottom: version two, version one

---

Version one
C3H9N2O2 | ωB97M-V/def2-TZVPD

* LUMO: -0.117 hartree
* HOMO energy: -14.112 eV
* Kohn-Sham gap: 10.9 eV

Structure (ORCA input):
```
! wB97M-V def2-TZVPD RIJCOSX def2/J DEFGRID3
* xyz 1 1
C 0.19 0.32 1.51
C 0.82 -1.05 -1.84
C -0.37 0.67 -0.45
N 0.25 1.18 2.50
N -0.21 -0.75 -0.76
O 0.26 -0.88 1.70
O -1.64 1.09 -0.38
H 0.72 -0.71 -2.85
H 1.66 -0.61 -1.55
H 0.98 -2.05 -2.02
H 0.36 1.34 -0.98
H 0.20 2.21 2.29
H 0.31 0.97 3.47
H -1.18 -1.16 -1.13
H -0.06 -1.27 0.22
H -2.27 0.69 0.27
*
```

---

Version two
C3H9N2O2 | ωB97M-V/def2-TZVPD

* LUMO: -0.119 hartree
* HOMO energy: -13.470 eV
* Kohn-Sham gap: 10.2 eV

Structure (ORCA input):
```
! wB97M-V def2-TZVPD RIJCOSX def2/J DEFGRID3
* xyz 1 1
C 0.15 0.98 -0.08
C 0.90 -0.10 -0.08
C -1.32 0.97 0.15
N 0.23 -1.33 0.16
N -2.00 -0.23 -0.29
O 3.26 0.52 -0.33
O 2.25 -0.49 -0.08
H 0.55 1.93 -0.15
H -1.71 1.81 -0.38
H -1.29 1.22 1.17
H -0.95 -1.03 -0.03
H 0.25 -1.67 1.10
H 0.51 -2.11 -0.45
H 4.11 0.26 0.12
H -2.70 -0.68 0.40
H -2.24 -0.06 -1.23
*
```

---

Version three
C3H9N2O2 | ωB97M-V/def2-TZVPD

* LUMO: -0.110 hartree
* HOMO energy: -14.964 eV
* Kohn-Sham gap: 12.0 eV
* SMILES: NOC[C@H]1[NH2+][C@@H]1O

Structure (ORCA input):
```
! wB97M-V def2-TZVPD RIJCOSX def2/J DEFGRID3
* xyz 1 1
C -1.14 0.05 -1.12
C -0.92 0.26 0.33
C 0.18 0.93 0.88
N 1.15 -0.59 -1.54
N 0.14 -0.55 1.03
O -0.04 0.24 -1.88
O -0.04 1.67 1.98
H -1.52 -0.88 -1.30
H -1.91 0.77 -1.52
H -1.77 0.27 0.93
H 1.17 1.16 0.45
H 1.95 0.19 -1.58
H 1.40 -1.04 -2.43
H -0.08 -1.09 1.87
H 0.96 -0.89 0.49
H -0.90 2.12 1.86
*
```

---

Stability order, top to bottom: version one, version three, version two